{
  "formula": "C47H50AsBrClGeN3O3Re",
  "method": "wB97M-V/def2-TZVPD",
  "charge": 3,
  "multiplicity": 3,
  "species": ["Re", "Br", "As", "Ge", "Cl", "O", "O", "O", "N", "N", "N", "C", "C", "C", "C", "C", "C", "C", "C", "C", "C", "C", "C", "C", "C", "C", "C", "C", "C", "C", "C", "C", "C", "C", "C", "C", "C", "C", "C", "C", "C", "C", "C", "C", "C", "C", "C", "C", "C", "C", "C", "C", "C", "C", "C", "C", "C", "C", "H", "H", "H", "H", "H", "H", "H", "H", "H", "H", "H", "H", "H", "H", "H", "H", "H", "H", "H", "H", "H", "H", "H", "H", "H", "H", "H", "H", "H", "H", "H", "H", "H", "H", "H", "H", "H", "H", "H", "H", "H", "H", "H", "H", "H", "H", "H", "H", "H", "H"],
  "xyz": [[0.860434, 0.523099, -0.582182], [3.485837, 0.282639, -0.359001], [0.919244, 2.388806, -2.346824], [-2.852515, -0.200047, 1.466567], [5.416833, 5.334836, 2.267673], [-1.857743, 1.158072, 0.229918], [1.050932, -1.593387, -4.722760], [0.357761, -0.567381, -2.305624], [-0.740531, 0.879728, -0.188319], [-0.180528, -2.182820, 0.284086], [0.989566, -1.371188, 0.416123], [3.308504, 1.987127, 2.325039], [0.525973, 4.989814, -1.116929], [-4.420177, -2.307807, 0.354827], [3.375051, -1.286679, 0.757648], [4.717772, -2.798140, 2.251401], [-0.491491, -3.052060, -5.707582], [-0.030973, -3.387585, 2.471113], [2.093366, -1.927422, 0.794295], [-1.695722, -3.719347, -5.651455], [-0.053804, -3.265478, 3.819115], [1.807638, 3.807818, 1.715457], [-5.413012, 2.690138, 2.958015], [2.843264, 4.698309, 1.815198], [5.986127, -3.399583, 2.290097], [2.199960, 1.859447, -3.728203], [-0.866773, -2.540356, 1.554762], [2.003420, 2.419015, 1.959350], [-2.226537, -2.786126, -3.517987], [-3.414700, 2.848327, 4.296032], [-4.406791, -0.316946, -1.006582], [-5.309812, -2.905602, -0.528183], [-2.846801, 1.806880, 3.582516], [-0.710266, -1.255452, -2.442337], [-1.056661, 3.470185, -4.266187], [-0.987155, -2.080817, -3.535462], [5.215927, -4.922736, 3.971616], [0.928848, 1.517388, 1.874706], [-3.563330, 1.196896, 2.548482], [-0.865659, -2.290232, 4.435992], [-1.600569, -1.395498, 3.634577], [-5.291099, -0.917673, -1.890200], [3.969029, -4.303279, 3.978866], [-0.898946, 2.635501, -2.999361], [3.716116, -3.246166, 3.128207], [-4.848387, 1.647164, 2.237833], [-3.963335, -1.008327, 0.123387], [4.530512, -1.719086, 1.315068], [-1.570471, -1.404258, 2.260926], [-4.697945, 3.285517, 3.986461], [6.225755, -4.467186, 3.132903], [4.120363, 4.232885, 2.157340], [4.346978, 2.873856, 2.422558], [-0.117301, -2.229876, -4.650170], [-5.744569, -2.209438, -1.648024], [-2.572774, -3.598238, -4.555190], [2.005905, 2.434307, -5.127081], [1.555707, 4.162916, -1.874619], [-0.930274, -2.225630, 5.512457], [1.185026, -1.069197, -3.918851], [0.529227, -4.197523, 2.014534], [-5.142965, 4.090580, 4.555797], [1.817139, 3.507337, -5.111425], [2.099004, -2.969721, 1.098930], [3.469787, 0.939963, 2.551642], [5.408740, -5.746983, 4.645299], [-1.396527, 3.120070, -2.155210], [-0.331627, 5.241327, -1.740584], [-5.641751, -0.375224, -2.758364], [5.440474, -1.208430, 1.010649], [-1.845822, 1.477547, 3.838665], [2.769473, -2.723894, 3.196962], [1.183562, 1.947222, -5.647727], [-2.098022, 3.773293, -4.372738], [0.526156, -3.943331, 4.432722], [6.771781, -3.038454, 1.637740], [-1.976386, -4.354979, -6.481706], [0.159347, 4.463403, -0.233030], [3.153500, 2.192108, -3.306148], [-1.474959, -1.179221, -1.667910], [-1.345246, 1.644698, -3.102907], [-4.077379, 0.699505, -1.192341], [0.172935, -3.152244, -6.554563], [0.969012, 5.928111, -0.784281], [-2.883699, -2.657767, -2.664484], [5.338145, 2.553070, 2.712724], [7.199032, -4.937391, 3.148653], [1.863890, 4.652542, -2.800008], [-6.411759, 3.030813, 2.721365], [2.455227, 4.005621, -1.275743], [-2.864378, 3.316601, 5.101153], [-0.457841, 4.381259, -4.233867], [-2.217954, -0.668534, 4.148683], [-3.505709, -4.143040, -4.547895], [0.815429, 4.161609, 1.464072], [-1.661078, -3.210256, 1.176859], [2.909317, 2.270782, -5.713596], [-4.103940, -2.857626, 1.235935], [-6.449468, -2.668907, -2.328530], [0.079280, -3.043415, -0.191717], [3.210574, -4.636834, 4.674247], [2.693507, 5.755747, 1.645440], [-0.780404, 2.914845, -5.158371], [-5.673759, -3.905583, -0.333754], [1.040107, 0.503712, 2.237189], [-0.068421, 1.915109, 1.758424], [2.238893, 0.771149, -3.754858], [-5.419638, 1.181711, 1.442572]],
  "forces_ev_per_angstrom": [[-0.9, 0.7, 0.7], [-0.1, -0.2, -0.4], [0.5, -0.1, 0.2], [-0.1, -0.1, -0.1], [-0.1, -0.1, 0.0], [0.2, -0.1, 0.1], [0.0, 0.0, 0.0], [0.3, -0.5, -0.1], [-0.5, 0.0, -0.2], [-0.1, 0.1, 0.1], [0.6, -0.1, -0.2], [0.1, 0.1, 0.1], [-0.1, 0.0, 0.0], [0.0, 0.0, 0.0], [0.0, 0.0, 0.0], [0.0, 0.0, 0.0], [0.0, 0.0, 0.0], [0.0, 0.0, 0.0], [-0.1, 0.0, 0.0], [0.0, 0.0, 0.0], [0.0, 0.0, 0.0], [0.1, 0.1, 0.1], [0.0, 0.0, 0.0], [-0.1, 0.0, 0.0], [0.0, 0.0, 0.0], [0.0, 0.0, 0.0], [-0.2, -0.2, 0.0], [-0.1, -0.1, 0.0], [0.1, 0.0, 0.0], [0.0, 0.0, 0.0], [0.0, 0.1, 0.0], [0.0, 0.0, 0.0], [0.0, 0.0, 0.0], [0.1, 0.3, 0.0], [0.0, 0.0, 0.0], [-0.2, -0.1, -0.1], [0.0, 0.0, 0.0], [0.4, -0.3, -0.9], [-0.1, -0.1, 0.0], [0.0, 0.0, 0.0], [0.1, 0.1, 0.0], [0.0, 0.0, 0.0], [0.0, 0.0, 0.0], [0.0, 0.0, 0.0], [0.0, 0.0, 0.0], [0.0, 0.0, 0.0], [0.0, 0.0, 0.0], [0.0, 0.0, -0.1], [0.1, 0.1, 0.1], [0.0, 0.0, 0.0], [0.0, 0.0, 0.0], [0.1, 0.1, 0.0], [0.0, -0.1, 0.0], [0.0, 0.0, 0.1], [0.0, 0.0, 0.0], [0.0, 0.0, 0.0], [0.0, 0.0, 0.0], [-0.1, 0.0, 0.0], [0.0, 0.0, 0.0], [0.0, 0.0, 0.0], [0.0, 0.0, 0.0], [0.0, 0.0, 0.0], [0.0, 0.0, 0.0], [0.0, 0.0, 0.1], [0.0, 0.0, 0.1], [0.0, 0.0, 0.0], [0.0, 0.0, 0.0], [0.0, 0.0, 0.0], [0.0, 0.0, 0.0], [0.0, 0.0, 0.0], [0.0, 0.0, 0.0], [0.0, 0.0, 0.0], [0.0, 0.0, 0.0], [0.0, 0.0, 0.0], [0.0, 0.0, 0.0], [0.0, 0.0, 0.0], [0.0, 0.0, 0.0], [-0.1, 0.1, -0.3], [0.0, 0.0, 0.0], [0.0, 0.0, 0.0], [0.0, 0.0, 0.0], [0.0, 0.0, 0.0], [0.0, 0.0, 0.0], [0.0, 0.0, 0.0], [0.0, 0.0, 0.0], [0.0, 0.0, 0.0], [0.0, 0.0, 0.0], [0.0, 0.0, 0.0], [0.0, 0.0, 0.0], [0.0, 0.0, 0.0], [0.0, 0.0, 0.0], [0.0, 0.0, 0.0], [0.0, 0.0, 0.0], [0.0, 0.0, 0.0], [0.1, -0.1, 0.2], [0.0, 0.1, -0.1], [0.0, 0.0, 0.0], [0.0, 0.0, 0.0], [0.0, 0.0, 0.0], [0.1, 0.0, 0.1], [0.0, 0.0, 0.0], [0.0, 0.0, 0.0], [0.0, 0.0, 0.0], [0.0, 0.0, 0.0], [-0.1, 0.1, 0.3], [-0.1, 0.1, 0.3], [0.0, 0.0, 0.0], [0.0, 0.0, 0.0]]
}

---

{
  "formula": "C47H50FGeHfN7O3S2",
  "method": "wB97M-V/def2-TZVPD",
  "charge": 2,
  "species": ["Hf", "Ge", "S", "S", "F", "O", "O", "O", "N", "N", "N", "N", "N", "N", "N", "C", "C", "C", "C", "C", "C", "C", "C", "C", "C", "C", "C", "C", "C", "C", "C", "C", "C", "C", "C", "C", "C", "C", "C", "C", "C", "C", "C", "C", "C", "C", "C", "C", "C", "C", "C", "C", "C", "C", "C", "C", "C", "C", "C", "C", "C", "C", "H", "H", "H", "H", "H", "H", "H", "H", "H", "H", "H", "H", "H", "H", "H", "H", "H", "H", "H", "H", "H", "H", "H", "H", "H", "H", "H", "H", "H", "H", "H", "H", "H", "H", "H", "H", "H", "H", "H", "H", "H", "H", "H", "H", "H", "H", "H", "H", "H", "H"],
  "xyz": [[0.064340, 0.818115, 1.200884], [0.123178, 2.810547, 3.441823], [-1.325645, 2.312665, -0.778956], [2.625423, 0.439005, 0.244713], [-0.086493, -0.642688, -5.881640], [-0.083285, -0.216876, -0.882715], [-1.664477, -0.571991, 1.593263], [0.301357, -1.520112, 1.507082], [-0.586711, 4.918377, -0.284588], [-1.740145, -2.917843, -6.521618], [4.905146, -0.649198, 0.858205], [-3.075023, -3.425406, -8.654356], [-2.424690, -3.430253, -1.750903], [0.702320, 3.823349, -1.658305], [3.087517, -1.944831, 1.418471], [5.932941, -1.546164, 1.272592], [8.029545, -1.844599, 2.400001], [-1.468248, -2.480935, -5.198462], [5.915896, -2.893084, 0.933258], [6.995399, -1.017493, 1.994504], [0.931338, 3.673657, 4.960376], [-2.046808, -3.145008, -4.131602], [-1.552738, 5.212065, 0.750697], [-0.430842, -0.954892, -3.610561], [-2.114817, -3.108403, -0.469392], [8.005425, -3.198361, 2.094085], [2.879991, 4.685340, 5.982228], [0.600199, -1.744695, 4.905761], [-1.836593, -4.355968, -6.750241], [-3.959379, 2.637037, 2.416425], [0.843302, 2.666875, 1.694213], [3.571187, -0.825971, 0.899358], [-0.995987, -1.655386, -2.541598], [2.245613, 4.132373, 4.877826], [-1.802110, 3.197623, 3.406470], [0.894539, 4.326598, 7.286007], [-4.571019, 3.630968, 3.168792], [1.418512, 0.240318, 3.838306], [-0.666123, -1.167007, 4.997773], [-1.697852, -2.912777, -8.963301], [6.951480, -3.715240, 1.357224], [-1.824961, -2.748341, -2.802104], [-0.377072, 3.750501, -0.866477], [0.266261, 3.766278, 6.183153], [-0.663971, -1.351839, -4.888928], [0.164196, 0.855811, 3.948052], [-1.159301, -2.248111, -7.694686], [-3.808029, 4.413217, 4.023614], [-2.593133, 2.443109, 2.548971], [-0.726818, -1.253565, -1.172498], [-4.662072, -4.474246, -1.214144], [1.646257, -1.037807, 4.343193], [-1.272566, -2.103750, -0.150046], [-2.439138, 4.199781, 4.139082], [-2.958566, -4.629780, -7.754536], [0.510458, 5.845347, -0.564005], [-0.901087, -1.483533, 1.154751], [-4.676685, -4.131763, -2.672816], [1.221107, 5.181847, -1.751202], [-0.872880, 0.121475, 4.542370], [2.199699, 4.787764, 7.185725], [-3.385777, -4.488051, -1.997181], [-0.740500, 3.382823, 6.293035], [-5.636532, 3.800170, 3.083691], [-0.067614, -2.288681, -7.723643], [3.691489, -2.579162, 1.915896], [5.130988, -3.293550, 0.306518], [-1.457560, -1.203969, -7.690512], [8.809625, -3.843228, 2.417943], [-2.738800, -5.485532, -8.390463], [-2.934601, -5.449121, -2.212534], [-2.159963, 1.676357, 1.901123], [-1.821103, 6.264550, 0.674606], [-4.818956, -3.664024, -0.516574], [-1.847929, 0.580513, 4.661119], [2.639069, -1.466676, 4.313428], [0.119359, 6.831646, -0.807860], [0.365358, 4.400249, 8.226527], [-2.435060, 4.594870, 0.609079], [-3.929510, -4.771103, -7.283632], [2.304044, 5.201751, -1.653778], [-4.826462, -3.092468, -2.930456], [3.900911, 5.034026, 5.903657], [-1.480891, -1.719456, 5.447550], [0.763100, -2.740987, 5.296326], [-1.868523, 4.844067, 4.795871], [-5.095953, -4.846745, -3.366592], [0.939485, 5.640335, -2.701735], [5.185557, 0.285870, 0.604165], [-1.119513, 5.003658, 1.724855], [1.902346, 2.923400, 1.623550], [2.083903, -2.060136, 1.467419], [-2.597880, -3.719065, 0.280867], [-4.282103, 5.192390, 4.606006], [6.937798, -4.763027, 1.090174], [-3.607100, -3.643388, -9.497307], [1.150333, 5.923603, 0.318341], [2.780927, 4.068211, 3.936395], [8.852354, -1.429197, 2.964975], [0.199012, -0.098811, -3.413357], [-2.066119, -4.889826, -5.834539], [-0.881738, -4.754715, -7.112683], [2.247183, 0.814878, 3.430303], [-2.708462, -3.977354, -4.307917], [-1.757241, -2.210568, -9.791121], [-5.058096, -5.428496, -0.901060], [7.008235, 0.036675, 2.239602], [-3.580287, -2.696108, -8.144923], [-1.119750, -3.779322, -9.278839], [0.892723, 3.084277, -2.310526], [2.687513, 5.222074, 8.048059], [-4.534653, 2.034244, 1.726588]],
  "forces_ev_per_angstrom": [[1.3, 1.5, -0.8], [-0.6, -0.1, 0.2], [-0.1, 0.0, 0.3], [-0.1, 0.1, 0.2], [0.0, -0.1, -0.1], [-0.2, -0.7, -0.3], [-0.2, -0.2, -0.1], [0.0, -0.2, 0.2], [-0.1, -0.1, -0.2], [0.0, -0.1, 0.1], [-0.1, 0.0, -0.1], [0.0, 0.0, 0.1], [0.0, 0.1, -0.1], [-0.1, -0.1, 0.0], [-0.2, 0.0, 0.0], [-0.1, 0.1, 0.0], [0.0, 0.0, 0.0], [0.1, 0.3, -0.1], [0.1, 0.0, -0.1], [0.0, -0.1, 0.1], [0.5, 0.2, 0.1], [0.0, 0.1, 0.2], [0.1, 0.0, -0.1], [-0.1, 0.0, 0.0], [0.0, -0.1, 0.1], [0.0, 0.0, 0.0], [0.0, 0.0, 0.0], [-0.2, 0.0, 0.0], [0.1, -0.1, 0.0], [0.0, 0.1, 0.1], [0.4, -0.9, 0.2], [0.2, 0.1, 0.0], [0.2, 0.1, 0.3], [0.0, 0.1, 0.0], [-0.2, 0.1, 0.2], [0.0, 0.0, 0.0], [0.0, 0.0, 0.0], [0.1, 0.1, 0.3], [0.1, -0.1, 0.0], [-0.1, 0.0, -0.1], [0.0, 0.0, 0.0], [-0.1, -0.2, -0.1], [0.1, -0.2, 0.1], [0.1, -0.1, 0.0], [-0.1, -0.3, -0.2], [-0.3, -0.4, -0.3], [0.0, 0.0, 0.2], [0.0, 0.0, 0.0], [0.0, -0.2, -0.2], [0.1, 0.2, 0.0], [0.0, 0.0, 0.0], [0.0, 0.1, 0.0], [0.0, 0.1, -0.1], [0.0, 0.0, 0.0], [-0.1, 0.0, -0.1], [0.0, 0.0, 0.0], [-0.4, 0.1, 0.0], [-0.1, 0.0, 0.0], [0.0, 0.0, 0.0], [0.0, 0.2, 0.0], [0.0, 0.0, 0.0], [0.1, 0.0, 0.0], [-0.1, 0.0, 0.0], [0.0, 0.0, 0.0], [0.0, 0.0, 0.0], [0.0, 0.0, 0.0], [0.0, 0.0, 0.0], [0.0, 0.1, 0.0], [0.0, 0.0, 0.0], [0.0, 0.0, 0.0], [0.0, 0.0, 0.0], [-0.2, 0.1, 0.3], [0.0, 0.0, 0.0], [0.0, 0.0, 0.0], [0.0, 0.0, -0.1], [0.0, 0.0, 0.0], [0.0, 0.0, 0.0], [0.0, 0.0, 0.0], [0.0, 0.0, 0.0], [0.0, 0.0, 0.0], [0.0, 0.0, 0.0], [0.0, 0.0, 0.0], [0.0, 0.0, 0.0], [0.0, 0.0, 0.0], [0.0, 0.0, 0.0], [0.1, 0.0, 0.1], [0.0, 0.0, 0.0], [0.0, 0.0, 0.0], [0.0, 0.0, 0.0], [0.0, 0.1, 0.1], [-0.1, 0.4, -0.2], [0.0, 0.0, 0.0], [0.0, 0.0, 0.0], [0.0, 0.0, 0.0], [0.0, 0.0, 0.0], [0.1, 0.0, 0.0], [0.0, 0.0, 0.0], [0.0, 0.0, 0.0], [0.0, 0.0, 0.0], [0.0, 0.0, 0.0], [0.1, 0.0, -0.1], [0.0, 0.0, 0.0], [0.0, -0.1, -0.1], [0.0, 0.0, 0.0], [0.0, 0.0, 0.0], [0.0, 0.0, 0.0], [0.0, 0.0, 0.0], [0.0, 0.0, 0.0], [0.0, 0.0, 0.0], [0.0, 0.0, 0.0], [0.0, 0.0, 0.0], [0.0, 0.0, 0.0]]
}

---

ΔE to the lowest compared entry with this formula, charge and spin, respectively: 0.681, 1.065 eV.
Largest force on an atom, respectively: 1.35, 2.12 eV/Å.
Energy, respectively: -9635.08945, -5450.75421 Eh.